[1]
Formula: C2H5N5O
Source: the Open Molecules 2025 dataset
Level of theory: ωB97M-V/def2-TZVPD

Electronic energy: -11646.18606 eV
Energy above the lowest of the compared OMol25 structures with the same formula, charge and spin: 6.359 eV
Frontier orbital gap: 8.56 eV
SMILES string: N/N=c1/cnon1N
Strongest force on any atom: 4.50 eV/Å

```
13
Properties=species:S:1:pos:R:3:nbo_charge:R:1
N -0.38 0.42 -2.21 -0.64
N 0.36 1.05 -1.27 -0.21
C 0.26 0.61 -0.03 0.21
C 1.14 1.17 1.13 -0.03
N 1.36 0.20 1.93 -0.09
O 0.67 -0.90 1.63 -0.20
N 0.06 -0.70 0.43 -0.08
N -1.35 -0.99 0.58 -0.70
H -0.64 -0.62 -1.90 0.35
H -0.15 0.64 -3.27 0.40
H 1.71 2.04 1.10 0.22
H -1.44 -2.03 0.13 0.38
H -1.61 -0.90 1.75 0.38
```

[2]
Formula: C3H4NO2S
Source: the Open Molecules 2025 dataset
Level of theory: ωB97M-V/def2-TZVPD

Electronic energy: -19596.54363 eV
Energy above the lowest of the compared OMol25 structures with the same formula, charge and spin: 0.742 eV
Frontier orbital gap: 7.85 eV
Charge: -1
SMILES string: CS/C([O-])=N\C=O
Strongest force on any atom: 4.32 eV/Å

```
11
Properties=species:S:1:pos:R:3:nbo_charge:R:1
C -2.16 0.08 -0.11 -0.75
S -0.40 0.78 0.06 0.25
C 0.36 -0.79 0.16 0.47
O -0.26 -1.83 0.24 -0.64
N 1.98 -0.72 0.31 -0.70
C 2.41 0.48 0.05 0.46
O 1.81 1.54 -0.15 -0.74
H -2.14 -0.67 0.60 0.22
H -2.35 -0.31 -1.16 0.20
H -2.84 0.83 0.08 0.19
H 3.60 0.61 -0.07 0.05
```